Density functional theory data (the ωB97M-V functional and the def2-TZVPD basis) for 16 unconnected molecules or ions with the total composition C76H196N20O28 in a non-equilibrium geometry.

Positions of all 320 atoms, in Å:
O  2.0039  2.1925  -2.0719
O  -4.7457  -4.3094  -6.3946
O  -2.5730  -0.8537  -4.1335
O  0.5635  -2.8835  1.6761
O  0.6860  1.7364  2.4778
O  -2.6984  -3.1706  5.2785
O  1.0858  9.4407  2.8684
O  -3.7142  6.8135  -3.2780
O  3.3771  -1.4276  -1.0627
O  1.2888  7.1444  -2.1229
O  -1.2638  -4.8605  -2.1263
O  -0.1845  6.6659  -6.7472
O  1.0017  -4.0032  -5.6721
O  -0.9165  4.1470  1.7695
O  0.3906  -6.1908  9.4969
O  -5.5573  -0.8949  -0.7378
O  4.4499  -4.1374  5.9944
O  -4.1279  0.2331  2.4629
O  2.3738  -7.7982  5.3591
O  0.2376  1.3805  6.4547
O  4.2323  -5.8710  -0.3825
O  8.3780  -1.1836  1.4389
O  -1.2899  2.6970  -2.3117
O  -7.6009  2.2721  -4.8588
O  -1.2981  -6.5814  4.1740
O  -3.6561  9.0623  2.5912
O  8.3117  -6.0282  0.1675
O  1.7352  4.4396  -9.8521
N  4.9890  -3.0933  -1.1986
N  1.6322  4.4305  -6.9113
N  -3.2835  2.1123  3.2909
N  0.4340  -1.3923  -5.2823
N  0.6381  9.5544  -0.7612
N  -4.4905  8.0776  0.0968
N  -1.6738  -5.6032  7.0161
N  -1.2647  -0.6562  -0.7142
N  2.9705  -3.4591  -0.0724
N  3.6991  -6.1087  2.4548
N  2.1224  0.1477  -3.1462
N  2.3086  2.1331  -4.3436
N  -2.1544  1.1471  1.6269
N  2.6369  -5.4270  7.7378
N  -0.6525  3.7690  4.5421
N  1.7083  2.8632  0.8578
N  2.3021  0.7113  1.1600
N  -2.3071  -5.0408  -4.6173
N  -7.4361  0.9761  -2.0664
N  8.6257  -3.1641  -0.4880
C  1.4559  5.2574  -5.6715
C  -8.2693  2.0850  -2.4428
C  -3.2235  1.0255  2.4621
C  -8.8359  1.9192  -5.4830
C  2.2630  -7.0427  4.1445
C  -4.3833  7.2107  -1.1132
C  8.8224  -7.2807  0.5276
C  3.5695  -7.0619  3.5494
C  9.3888  -4.1975  -1.0825
C  2.8193  4.1099  -9.0350
C  2.2205  1.5119  -3.0858
C  -0.8148  -4.4795  6.6295
C  0.1589  -2.3296  -4.2182
C  8.4018  -0.7904  0.0225
C  -0.7281  0.6036  -1.2606
C  1.8729  -5.0881  -5.9880
C  -4.0189  7.8824  -2.4420
C  1.2785  -7.9273  6.1568
C  -0.8925  7.8847  -6.8708
C  -0.2586  8.8673  -1.7400
C  -4.6422  6.7385  -4.3927
C  -0.6314  -5.4830  -1.0089
C  -0.3890  0.4973  5.5807
C  0.7088  -2.9940  3.0611
C  1.0058  -3.5662  -4.3078
C  -0.3860  -1.8559  1.4104
C  -2.2798  3.5582  -2.8008
C  -1.1144  5.2971  2.5599
C  -4.5603  7.3262  1.3217
C  0.9472  6.7001  -5.9286
C  -3.9020  -1.0733  -4.2887
C  -3.8691  10.2432  3.3447
C  0.7108  10.7875  3.2494
C  1.7355  5.8068  -2.0526
C  4.1752  -6.2554  -1.6728
C  5.0580  -6.6738  0.3981
C  -3.1185  -4.5989  -3.5026
C  -4.8119  8.2009  2.4935
C  2.7415  -6.1760  9.0302
C  2.6901  4.8536  -7.7497
C  -1.3351  4.2163  0.4426
C  -5.2695  -1.7615  0.3283
C  -2.8395  -1.8076  4.7657
C  3.7665  -2.5672  -0.7926
C  3.4943  -3.3043  6.6283
C  -2.5923  -5.2766  -2.2149
C  -0.3434  -1.5860  -0.1133
C  -1.9605  -0.4050  -5.4015
C  8.5900  -5.5286  -1.1262
C  1.6456  -5.8043  10.0273
C  0.0359  3.7193  5.8356
C  0.1047  9.3799  0.6030
C  3.0998  -4.0016  7.9142
C  -0.3471  2.5855  6.8142
C  -7.6922  2.9064  -3.6290
C  -0.3023  5.0704  3.8169
C  -6.2131  1.3795  -1.4106
C  1.4805  3.4880  -10.8031
C  7.8093  -0.2027  2.3559
C  -2.2484  -7.0348  5.0346
C  -1.6749  -3.2054  6.3962
C  9.2615  -1.8230  -0.6834
C  -0.4377  -0.2206  -5.2699
C  1.2839  9.1178  1.5565
C  -0.0521  7.3789  -1.7581
C  -2.7532  -5.9928  6.0238
C  1.5158  1.7432  1.5559
C  5.0444  -6.0457  1.8265
C  -1.5799  -5.6770  3.1692
C  -2.3758  -4.2925  -5.9300
C  -0.6686  -5.7713  10.3529
C  -5.7873  -5.0137  -7.0787
C  -5.8212  0.4167  -0.2565
C  -3.4975  -4.7491  -6.9088
C  4.7552  -3.7168  4.6244
C  -1.8200  1.5375  -1.7904
H  -1.9906  -1.3355  4.2528
H  -5.0303  0.8748  0.2762
H  0.3273  -1.7091  -3.3121
H  4.2601  -6.7341  4.3261
H  8.6174  -8.0558  -0.1928
H  -2.4370  0.5947  -5.6285
H  5.3132  -4.9983  1.6773
H  1.4527  -8.6670  6.9740
H  7.3422  -0.7479  -0.3702
H  0.4833  -8.3028  5.4599
H  -0.3795  10.3242  0.8472
H  -2.5825  2.8775  3.2424
H  -1.2160  -5.3227  -0.1367
H  -3.6712  -1.9443  4.0667
H  10.2874  -1.7494  -0.2738
H  2.1565  3.5132  -11.6389
H  -2.7896  2.9425  -3.5427
H  -8.2409  3.8793  -3.7459
H  0.3488  -2.0088  -6.1250
H  7.7147  -0.8708  3.1921
H  -3.5420  -6.3343  6.6225
H  1.5750  -5.9842  -5.4476
H  -4.4402  -0.1544  -4.6502
H  1.4177  -3.7341  3.2657
H  1.0403  -2.0774  3.5234
H  2.9274  -6.2311  1.7707
H  7.6440  -5.3205  -1.5075
H  -3.9103  2.0420  4.0422
H  1.8078  -6.2248  11.0517
H  -4.1162  -1.8845  -5.0040
H  -4.1929  -4.8458  -3.7128
H  -6.7555  -4.5795  -6.6895
H  3.8078  -8.1185  3.2209
H  -0.7578  8.5700  0.6752
H  -0.6028  -4.7149  10.4850
H  1.1401  3.6394  5.6292
H  -6.3413  2.3687  -0.9476
H  2.4145  5.3393  -5.2064
H  0.4722  3.5891  -11.2356
H  2.6640  3.0211  -8.8298
H  -3.1075  -1.1737  5.6488
H  2.4034  -0.3381  -2.3076
H  4.7574  -7.7560  0.5010
H  0.7470  5.0603  3.5658
H  -3.1222  -4.8867  -1.3626
H  3.3074  -4.2685  0.3822
H  8.3787  -7.5404  1.4690
H  -4.3643  -1.2446  -3.3171
H  -3.6434  6.7185  1.5021
H  -5.7479  -4.6606  -8.1102
H  -0.1849  -3.2995  3.5379
H  -5.4185  6.6657  1.2251
H  2.2266  1.7267  -5.2958
H  -4.7136  10.8065  2.9116
H  1.5481  -7.5417  3.5041
H  4.1177  -5.2879  -2.2743
H  -1.4042  2.5219  6.8263
H  2.8873  -4.9074  -5.5823
H  -1.3909  8.1208  -5.9248
H  6.1259  -6.7685  0.1860
H  -8.5908  1.6213  -6.5617
H  8.7701  0.2947  -0.1252
H  -0.5523  -5.4812  2.7793
H  1.5164  2.4203  -10.5255
H  -3.1834  -3.5377  -3.3016
H  -0.3211  11.0286  2.9248
H  1.7461  -5.2723  -7.0379
H  2.3469  -3.3713  8.2995
H  -3.2773  -4.3657  -7.9022
H  -2.1741  -1.1484  -6.1881
H  -4.0428  9.9956  4.3953
H  -1.2872  1.5194  1.9995
H  3.9998  -4.0160  8.6164
H  2.1466  -0.2153  1.5669
H  -3.0781  8.3919  -2.2221
H  0.7250  4.3149  -7.3266
H  -7.4028  0.2747  -2.7612
H  -0.6386  6.9366  -2.5870
H  -0.1825  -0.9120  1.9875
H  6.8792  0.2117  1.9802
H  5.7161  -2.3490  -1.0901
H  1.9276  3.1035  -4.2936
H  0.6174  7.0737  -4.9167
H  1.5834  8.0549  1.5627
H  2.5551  -7.2095  8.7494
H  1.3095  5.1964  -2.8401
H  0.6845  -1.1907  -0.2384
H  0.7993  4.8396  -4.9584
H  -5.6159  6.7102  -3.9542
H  -3.5077  -5.8381  -6.9244
H  -2.4912  1.6785  -0.9756
H  -0.0581  2.8028  7.8418
H  3.3477  -6.9013  -1.8465
H  -9.2703  1.0583  -4.9654
H  -3.5548  6.5183  -0.8945
H  -0.0691  0.2753  -6.2290
H  -9.2235  1.6872  -2.7166
H  10.3703  -4.4032  -0.7658
H  2.0017  2.7505  -0.1001
H  -0.7432  4.9930  -0.0258
H  0.5898  -4.3623  -3.6918
H  1.3770  11.5505  2.8381
H  -0.3264  8.8128  -7.0639
H  -0.0358  0.3783  -2.1317
H  9.5381  -3.9134  -2.1230
H  3.6243  4.6482  -7.2497
H  -1.3797  0.2526  5.9123
H  -0.8917  6.2231  2.0207
H  -1.6943  -7.8400  5.5425
H  1.7168  7.2537  -6.4482
H  -3.1008  -5.1159  5.4188
H  1.6802  -4.6469  10.1461
H  0.1220  -0.4662  5.6612
H  -1.3843  -2.1684  1.6757
H  -6.1261  -1.7482  1.0283
H  -0.1825  1.1764  -0.4973
H  5.7197  -6.5080  2.5527
H  -0.0331  -4.1052  7.2982
H  8.5347  0.5702  2.6323
H  -0.2920  0.6954  4.5426
H  -0.2629  -4.6395  5.6774
H  -1.6260  7.8452  -7.7515
H  -1.1624  3.2769  -0.0711
H  3.1840  -5.9999  7.1275
H  -5.3502  1.4857  -2.1178
H  5.1804  -4.0338  -0.8519
H  -1.6391  4.3165  -3.2450
H  -3.0549  3.9204  -2.0930
H  -1.0283  -2.3509  6.3895
H  -4.6145  7.6098  -5.0735
H  -4.6957  8.5895  -2.8427
H  -2.1316  5.2419  2.8883
H  -5.1167  -2.8037  0.0051
H  1.5965  9.2603  -0.8807
H  5.0941  -6.7661  -2.0318
H  -6.5970  0.3596  0.4446
H  -6.6735  3.2273  -3.4049
H  4.8099  -2.6393  4.6420
H  -1.3400  -4.4395  -6.3841
H  -5.7399  8.7662  2.2623
H  9.9038  -7.2988  0.7240
H  -3.0282  10.8742  3.1877
H  -4.4083  -1.4531  0.8594
H  0.3263  -4.9750  -0.9037
H  -1.3407  -5.0151  -4.3822
H  -2.4038  4.4586  0.3315
H  -5.2812  6.6380  -1.3250
H  8.4066  -3.2385  0.4909
H  -1.9187  -4.7743  3.5682
H  -5.7389  -6.1151  -7.0657
H  -2.0370  0.3880  1.0159
H  9.3839  -1.5764  -1.7102
H  2.8603  5.8614  -2.1067
H  0.9356  3.5370  0.9927
H  -0.6180  -6.5568  -1.2124
H  -4.3781  5.8725  -5.0427
H  -0.0184  9.3186  -2.6953
H  -2.3559  -3.1971  -5.7905
H  -8.4554  2.7421  -1.6379
H  -1.7807  -1.1504  -1.4091
H  -0.9136  -2.6098  -4.0552
H  3.7571  4.3254  -9.5062
H  2.5617  -3.2375  6.0325
H  3.9040  -2.3270  6.9115
H  1.9752  9.8646  1.1288
H  -1.5832  -6.0733  9.8284
H  -0.3115  3.0330  3.9855
H  -1.1054  -6.3899  7.2695
H  -2.3298  0.9789  -2.5459
H  2.7017  0.7819  0.2416
H  1.9488  -6.0279  4.4064
H  5.7209  -4.1017  4.3250
H  -0.4335  -6.2425  11.3308
H  -3.0173  -7.5698  4.5735
H  -1.2633  9.1408  -1.3789
H  -2.2838  -3.1275  7.3870
H  -0.2096  4.6699  6.2975
H  2.2389  -0.3794  -3.9796
H  0.6479  10.6583  4.3540
H  3.9922  -4.2072  3.9238
H  9.0775  -6.3166  -1.6699
H  -0.4262  5.9183  4.5086
H  -4.8694  7.6190  3.4079
H  2.6339  5.9200  -8.0681
H  -3.6423  8.6453  0.2197
H  1.0120  -6.9452  6.5438
H  1.3837  5.3306  -1.0687
H  -0.3753  -2.5967  -0.5509
H  -2.2780  -6.1419  2.5038
H  -2.7258  -6.3522  -2.3175
H  2.1176  -3.0440  0.3545
H  -9.5686  2.7468  -5.4843
H  2.0832  -3.4515  -4.1006
H  -0.2444  6.8538  -0.7856
H  -0.1344  0.4090  -4.4191
H  3.7551  -6.0726  9.4888

Force components x, y, z for each atom (eV/Å):
1.09 -0.80 -0.63
-0.15 -0.98 -0.37
2.86 0.60 -1.10
-0.41 0.88 -0.31
0.48 -1.04 0.24
2.91 1.07 0.84
-0.67 0.68 2.02
-0.45 -0.36 -2.44
0.58 -0.63 0.25
0.86 0.42 0.07
0.76 -0.32 0.57
-0.72 0.01 -1.04
-0.32 -0.21 -0.58
0.48 -0.76 0.16
0.51 0.18 0.09
0.36 0.45 -0.62
0.53 0.46 -1.16
-0.59 -1.87 -0.39
2.91 -0.09 -0.94
1.26 -0.60 0.41
1.08 -0.01 2.17
-0.13 1.44 -1.50
0.82 0.28 1.05
-0.31 -0.69 -1.04
2.06 -0.39 0.00
-0.51 -0.03 -0.11
-0.05 0.28 0.87
-0.62 0.61 0.12
0.18 1.59 0.35
-1.07 -0.22 2.46
1.39 1.13 -0.40
-0.44 -1.76 -0.93
-1.43 -0.60 -0.16
0.22 0.68 -1.02
-0.22 1.11 -0.36
-0.63 0.57 0.71
-1.26 2.55 -0.54
-0.66 0.23 -0.71
0.63 0.80 1.45
-0.49 1.56 0.19
0.03 -0.15 0.20
-0.36 1.13 1.99
-0.82 2.18 0.14
-0.66 1.97 -0.84
-0.25 -0.97 0.77
-0.60 0.64 -1.89
-0.55 1.21 1.50
0.34 2.24 -0.33
0.26 0.86 -2.46
0.74 -0.50 -2.21
0.57 2.93 0.64
0.66 -0.31 -0.84
-2.08 -0.46 2.23
0.50 0.60 1.00
0.83 0.22 0.24
2.56 -0.47 -1.42
-1.51 -1.76 -1.47
-1.46 -1.69 0.72
-1.79 0.12 -1.66
-1.15 1.02 -2.46
-0.83 0.93 1.94
-0.54 1.34 0.81
1.03 -0.18 -1.12
-0.49 0.49 1.78
1.88 -0.49 2.36
-2.08 -0.52 -0.58
-0.84 0.55 -0.68
0.90 1.11 1.53
1.36 -0.09 -0.22
0.03 0.35 -1.40
0.34 -1.23 0.85
0.20 0.40 0.00
1.09 -0.73 -0.75
-0.51 1.25 -0.81
0.33 -0.55 -0.64
0.03 -1.19 0.64
-0.05 -1.28 -0.33
-0.44 -0.70 1.11
-2.56 0.66 -0.51
-1.09 -0.62 -0.70
-0.92 -1.69 0.18
0.21 0.05 1.59
0.87 1.22 -3.43
0.76 -1.53 3.46
-1.33 -0.80 0.29
0.67 1.16 -0.18
-0.50 0.29 -0.45
0.52 1.08 -0.86
-0.53 0.49 -0.26
-1.15 -0.75 0.20
-1.12 -0.98 1.14
-0.89 -1.19 0.91
-0.29 -1.45 0.09
-0.88 1.03 -1.85
2.05 -0.10 0.63
-0.27 0.46 1.40
1.41 0.43 1.30
0.20 1.84 -0.13
0.86 0.05 -0.15
-0.95 -1.28 -0.04
2.18 -2.04 -0.21
0.24 0.87 -1.28
-0.52 1.49 0.84
0.13 -0.71 1.04
1.04 -1.21 0.14
-1.16 -1.33 -1.67
1.19 -1.45 -0.76
0.62 -0.49 2.21
-2.48 -0.80 1.74
-0.49 -0.45 1.55
0.75 0.26 -1.87
-0.67 0.99 -1.44
0.07 -1.18 -0.72
2.23 1.08 -0.65
-0.78 -0.15 0.70
-1.65 -0.42 -0.46
1.76 -0.72 -0.16
1.14 -0.57 0.09
1.05 -1.34 -0.26
-1.00 1.94 0.09
-0.11 0.35 -2.18
1.08 0.35 1.98
-1.44 -1.33 0.70
0.52 -2.01 0.52
0.20 -0.62 0.10
1.49 0.09 0.46
0.35 -0.88 0.14
0.34 -0.29 0.03
-0.28 -0.33 -0.49
0.43 -0.98 -0.10
0.22 0.12 0.20
0.05 0.62 -0.66
0.89 -0.36 0.33
-0.15 0.14 1.05
-0.10 0.02 0.36
-0.79 -1.07 0.39
-0.53 0.23 1.08
0.15 0.69 0.14
-0.28 -0.24 0.18
0.66 0.40 -0.59
-0.51 0.53 -0.58
-0.07 -0.61 0.11
0.02 1.44 0.40
-0.74 0.34 0.84
-1.37 -0.74 0.55
-0.40 -0.35 0.06
0.38 -0.45 -0.07
1.33 -1.24 0.21
0.18 0.64 0.10
0.97 0.05 0.45
-1.63 0.42 -1.25
-0.68 0.19 0.92
-0.02 0.04 -0.71
-0.11 0.04 0.27
0.85 -0.22 0.31
0.96 -0.95 -0.15
0.04 0.82 0.47
1.75 1.25 -0.13
-0.29 1.04 0.06
-0.64 0.26 0.60
-0.16 -0.23 -0.13
0.78 0.10 0.43
0.25 0.46 0.33
0.88 0.45 0.04
-0.07 -0.19 -0.90
-0.03 -0.21 0.20
-0.50 0.89 -0.41
0.67 -0.02 -0.21
-0.57 -0.06 0.54
0.64 -0.61 0.09
-0.47 -0.20 0.45
0.14 -0.45 0.10
-0.40 0.07 -0.09
-0.08 -0.38 -0.40
-1.29 -0.19 0.48
-0.03 -0.45 0.15
0.07 -0.04 1.54
-0.08 -0.21 0.39
-0.71 0.10 -0.27
-0.35 -1.40 0.33
-1.48 -0.25 -0.06
-0.08 0.26 -0.85
-0.44 -0.24 -0.05
-0.03 0.74 -1.14
-0.36 0.46 1.58
-0.10 -1.63 0.41
-1.04 -0.09 -0.61
0.11 0.30 0.90
0.60 0.73 -0.19
0.43 -0.13 -0.05
0.54 0.05 -0.47
-1.13 0.34 0.98
-0.21 0.19 -0.32
-0.12 0.33 0.14
0.03 0.29 0.05
-0.05 0.14 0.05
-0.96 0.29 -0.63
0.10 0.74 -0.44
0.04 0.45 -0.35
-0.04 0.22 -0.67
0.52 -0.64 -0.58
-0.55 -0.04 0.62
0.13 -0.75 -0.32
-0.18 0.01 0.10
-0.56 -1.48 -0.43
0.70 -1.34 -0.20
0.88 0.31 -0.78
0.28 0.63 -0.42
0.27 -0.30 0.16
0.03 -0.20 -0.32
-0.16 -0.36 -0.42
-0.92 -1.08 0.44
-0.97 -0.48 -0.12
0.21 -0.21 -0.15
-0.89 0.62 0.78
0.41 0.21 -0.10
-0.88 -0.52 -0.41
-0.17 0.02 -0.17
-0.21 -0.31 -0.49
-0.90 0.11 1.18
-0.84 -0.18 -0.32
1.53 -0.04 1.28
0.16 0.11 -0.32
0.00 0.28 -0.64
0.06 0.00 0.36
0.26 -0.10 0.38
0.70 -0.61 -0.13
-0.45 0.40 1.12
-0.12 0.02 -0.37
0.46 0.38 0.51
-0.92 0.35 -0.13
0.11 0.05 0.13
-0.31 0.18 0.50
0.36 0.69 0.36
0.32 -0.69 0.97
-0.20 -1.58 0.02
0.36 0.00 0.31
-0.52 -0.35 0.38
0.29 -0.14 -0.01
0.13 -0.47 -0.05
0.25 0.00 -0.52
-0.37 -0.84 0.70
-0.10 0.08 -0.37
-0.31 0.94 -1.10
-0.09 -0.31 0.19
0.91 -0.41 1.48
0.17 -0.07 0.24
0.64 0.53 -0.90
-0.38 -0.14 0.44
0.26 0.67 0.13
-0.89 0.65 -0.20
0.73 -0.02 0.03
0.30 0.61 -0.58
0.30 0.01 0.49
-1.04 0.58 -0.37
-1.12 0.65 -0.01
-0.20 0.47 -0.40
0.00 -0.39 0.17
-0.30 0.17 0.34
-1.63 -0.06 1.02
0.12 -0.20 0.19
-0.25 0.43 -0.56
-1.42 -0.22 0.21
0.47 0.00 0.53
0.04 0.31 -0.27
0.97 0.35 0.25
0.95 0.42 0.64
0.22 -0.52 0.10
0.60 -0.03 0.55
0.08 0.03 0.16
-0.35 -0.13 0.61
0.22 -0.48 0.30
-1.00 1.68 0.46
0.11 0.41 0.41
0.24 -1.21 -1.16
-0.32 0.00 -1.13
-1.25 -0.38 0.05
0.80 -0.59 0.06
0.61 -0.08 0.23
-0.36 0.36 0.90
-0.38 -0.19 -0.44
-0.64 -0.23 0.11
0.02 0.75 1.13
-0.55 -0.02 -0.59
0.59 0.01 -0.74
0.72 -0.01 -0.38
0.47 0.34 -0.16
-0.10 0.09 -0.43
0.91 -0.74 0.06
0.09 0.11 0.67
0.52 -1.09 -1.09
0.16 -0.43 0.01
-0.76 -0.34 -0.83
0.19 -0.36 -0.14
-0.21 0.12 -0.25
0.32 -0.21 0.28
-0.97 0.09 -0.22
-1.84 -0.55 -1.26
0.18 -0.22 -0.72
0.73 0.11 -1.59
0.30 0.21 0.42
0.12 -0.04 -0.91
0.48 0.85 -0.77
0.83 1.19 0.75
0.43 -0.14 -0.71
-0.23 -0.31 -0.14
-0.39 -0.10 0.25
0.17 -0.20 0.46
-0.43 -0.08 -0.63
-0.41 -0.01 0.42
0.73 0.53 -1.12
-0.13 0.40 -0.32
-0.39 0.12 -1.05
0.30 -0.32 0.22
0.87 -0.45 -0.51
0.34 -0.15 0.02
-0.28 0.45 0.61
-0.20 0.59 -0.65
-0.41 -0.13 -0.19
-0.60 -0.05 -0.14

## Properties
Orbital gap   8.4868 eV
Largest force on an atom   3.858 eV/Å
Net charge   0
ΔE to the lowest compared entry with this formula, charge and spin   376.6 kJ/mol